No. 1
{
  "formula": "C6H12",
  "method": "the ωB97M-V functional and the def2-TZVPD basis",
  "species": ["C", "C", "C", "C", "C", "C", "H", "H", "H", "H", "H", "H", "H", "H", "H", "H", "H", "H"],
  "positions_angstrom": [[1.595783, 0.697730, 0.569386], [1.522600, -0.502593, -0.380902], [0.114061, -1.022183, -0.574809], [-0.784997, -1.223577, 0.608823], [-1.174364, -0.221159, -0.452760], [-1.522152, 1.259927, -0.201057], [2.265902, 1.470577, 0.188314], [0.615361, 1.147598, 0.654514], [1.906638, 0.440887, 1.586784], [2.134795, -1.331235, 0.002946], [1.939453, -0.241767, -1.363720], [0.067158, -1.824364, -1.315216], [-0.407081, -0.835921, 1.553092], [-1.334862, -2.157097, 0.707740], [-1.920028, -0.612868, -1.142673], [-2.443213, 1.268676, 0.390719], [-1.742170, 1.755156, -1.151540], [-0.832881, 1.932217, 0.320355]],
  "atomic_forces_ev_per_a": [[0.15, 0.10, 0.09], [0.05, 0.00, -0.02], [0.08, 0.01, -0.06], [-0.07, -0.02, 0.19], [-0.19, 0.03, -0.06], [-0.13, -0.09, -0.07], [0.07, -0.09, 0.11], [0.32, 0.03, 0.11], [0.08, -0.09, -0.20], [-0.05, 0.16, -0.14], [-0.09, 0.02, 0.21], [-0.08, 0.28, 0.09], [-0.14, 0.04, -0.14], [0.03, 0.22, -0.04], [0.04, -0.03, 0.14], [0.00, 0.04, -0.13], [0.00, -0.11, 0.03], [-0.07, -0.49, -0.12]],
  "lumo_ev": 1.1965,
  "smiles": "CC[C@H]1C[C@H]1C",
  "orbital_gap_ev": 11.015,
  "spin_multiplicity": 1
}



No. 2
{
  "formula": "C6H12",
  "method": "the ωB97M-V functional and the def2-TZVPD basis",
  "species": ["C", "C", "C", "C", "H", "H", "H", "H", "H", "H", "H", "H", "C", "C", "H", "H", "H", "H"],
  "positions_angstrom": [[-1.498817, 1.659681, 0.489851], [-0.256521, 1.543879, 0.951992], [0.936103, 1.062370, 0.173823], [1.690426, -0.049087, 0.912358], [-2.305855, 2.025340, 1.119772], [-1.754916, 1.402465, -0.536785], [-0.049970, 1.824182, 1.986829], [0.626208, 0.724654, -0.822862], [1.616623, 1.912463, 0.026821], [1.022711, -0.879234, 1.172363], [2.120365, 0.331777, 1.846202], [2.512106, -0.450736, 0.308512], [-1.351758, -1.598194, -1.056781], [-0.201546, -2.105881, -1.485413], [-1.422699, -1.046774, -0.121430], [-2.270368, -1.705797, -1.629380], [0.718925, -1.993509, -0.916287], [-0.131022, -2.657600, -2.419577]],
  "atomic_forces_ev_per_a": [[0.15, 0.02, 0.05], [-0.14, 0.07, -0.03], [-0.02, 0.02, -0.06], [0.03, -0.04, 0.06], [0.14, -0.05, -0.08], [0.09, 0.02, 0.15], [-0.07, -0.04, -0.10], [0.01, 0.05, 0.18], [-0.06, -0.13, -0.02], [0.09, 0.14, -0.06], [-0.07, -0.07, -0.12], [-0.13, 0.10, 0.08], [0.14, -0.07, -0.04], [-0.13, 0.03, 0.05], [0.04, -0.11, -0.16], [0.14, -0.02, 0.08], [-0.17, -0.02, -0.08], [-0.03, 0.09, 0.12]],
  "lumo_ev": 1.2239,
  "smiles": "C=CCC.C=C",
  "orbital_gap_ev": 10.877,
  "spin_multiplicity": 1
}



No. 3
{
  "formula": "C6H12",
  "method": "the ωB97M-V functional and the def2-TZVPD basis",
  "species": ["C", "C", "C", "C", "C", "C", "H", "H", "H", "H", "H", "H", "H", "H", "H", "H", "H", "H"],
  "positions_angstrom": [[-1.426422, -1.053110, 0.553980], [-0.233000, -0.259194, 0.149533], [-1.086569, 1.379465, -0.608488], [0.887252, 0.145034, 1.097091], [1.978588, -0.073443, 0.041302], [0.851631, -0.666755, -0.858157], [-2.099611, -1.135922, -0.300076], [-1.128396, -2.051314, 0.891938], [-1.962117, -0.563169, 1.378132], [-1.565949, 1.011687, -1.520563], [-0.396133, 2.210480, -0.897079], [-1.859586, 1.808780, 0.062602], [0.224528, 1.005104, 0.669266], [0.936477, 0.199090, 2.185148], [2.807396, -0.762821, 0.257269], [2.416353, 0.861599, -0.338326], [0.921065, -1.758906, -0.917521], [0.720234, -0.249723, -1.858017]],
  "atomic_forces_ev_per_a": [[-0.14, -0.21, -0.18], [-1.52, 0.67, -1.49], [0.33, -1.44, 0.22], [-0.88, 2.14, -0.29], [-0.18, 0.06, -0.11], [-0.24, -0.06, -0.31], [-0.17, -0.18, 0.12], [0.00, 0.03, -0.04], [0.15, -0.09, -0.21], [-0.03, 0.07, 0.10], [-0.06, -0.90, 0.37], [0.46, -0.52, -0.13], [2.81, 1.03, 2.12], [-0.17, -0.44, -0.32], [-0.43, 0.12, 0.08], [-0.05, -0.27, 0.05], [-0.04, 0.13, 0.00], [0.16, -0.13, 0.00]],
  "lumo_ev": 1.0197,
  "orbital_gap_ev": 8.892,
  "spin_multiplicity": 1
}



No. 4
{
  "formula": "C6H12",
  "method": "the ωB97M-V functional and the def2-TZVPD basis",
  "species": ["C", "C", "C", "C", "C", "C", "H", "H", "H", "H", "H", "H", "H", "H", "H", "H", "H", "H"],
  "positions_angstrom": [[2.319716, -0.894272, -0.721074], [1.245651, -0.504329, 0.351259], [-0.116981, -1.085183, -0.104561], [-0.931196, 0.069230, -0.779380], [-1.486903, 1.473392, 1.343571], [-1.433529, 1.203532, -0.006414], [3.305350, -0.559539, -0.432939], [2.033755, -0.530609, -1.706920], [2.127720, -1.961221, -0.878155], [1.489862, -0.967626, 1.307946], [1.182942, 0.577798, 0.441742], [-0.750893, -1.526028, 0.661869], [-0.070228, -1.934895, -0.794368], [-1.860826, -0.490047, -1.061343], [-0.462776, 0.373302, -1.708212], [-1.235081, 0.678148, 2.043299], [-1.954300, 2.329796, 1.802560], [-1.453209, 2.051787, -0.698541]],
  "atomic_forces_ev_per_a": [[-1.92, -0.16, 0.43], [0.34, -1.14, -1.01], [-0.91, 0.87, 0.18], [-0.43, -1.64, 0.99], [-0.95, -1.50, 1.46], [2.07, 0.79, -2.62], [0.29, -0.41, -0.15], [0.17, 0.69, 0.00], [1.14, -0.13, 0.39], [0.23, 0.25, 0.02], [0.00, 0.08, 0.28], [0.20, 0.28, 0.67], [0.47, 0.44, -0.26], [-0.11, 0.33, -0.27], [-0.21, 0.41, -0.19], [0.33, 0.14, -0.04], [0.13, 0.47, -0.37], [-0.82, 0.23, 0.49]],
  "lumo_ev": [-5.0837, -9.0759],
  "charge": 1,
  "s2": 0.75,
  "orbital_gap_ev": [10.263, 6.232],
  "spin_multiplicity": 2
}



No. 5
{
  "formula": "C6H12AsF6O6Rb",
  "method": "the ωB97M-V functional and the def2-TZVPD basis",
  "species": ["Rb", "As", "F", "F", "F", "F", "F", "F", "C", "O", "C", "O", "O", "C", "H", "H", "H", "H", "H", "H", "C", "O", "C", "O", "O", "C", "H", "H", "H", "H", "H", "H"],
  "positions_angstrom": [[-0.352940, -0.453740, -2.163402], [-0.671408, 2.948379, -4.058291], [0.083248, 3.225974, -2.533332], [-1.979974, 2.167640, -3.217439], [-1.393952, 2.536852, -5.555560], [0.685579, 3.617267, -4.857007], [0.135408, 1.369891, -4.101346], [-1.496108, 4.441069, -4.012027], [2.726953, 2.453367, 0.774525], [2.043791, 1.713125, 1.800933], [1.017866, 0.972639, 1.384685], [0.716684, 0.808743, 0.229666], [0.360345, 0.398188, 2.387173], [0.675964, 0.786187, 3.740165], [2.145959, 3.336747, 0.513102], [2.856111, 1.850072, -0.118929], [3.685028, 2.729271, 1.198489], [1.680342, 0.464334, 4.011681], [-0.027689, 0.246006, 4.365985], [0.577286, 1.859106, 3.859986], [-1.977638, -2.004142, 2.372220], [-1.824263, -3.212561, 1.638178], [-1.164579, -3.093261, 0.508314], [-0.673856, -2.066460, 0.101156], [-1.126860, -4.283371, -0.091168], [-0.313966, -4.398441, -1.258250], [-2.657281, -1.315976, 1.868747], [-1.023476, -1.492475, 2.511385], [-2.382624, -2.277743, 3.341380], [0.436398, -3.610673, -1.293005], [-0.946518, -4.355692, -2.144034], [0.186167, -5.360323, -1.203979]],
  "atomic_forces_ev_per_a": [[-0.04, 0.59, 0.02], [0.12, -0.26, -0.30], [0.18, 0.09, 0.50], [-0.29, -0.38, 0.31], [-0.27, -0.05, -0.41], [0.30, 0.27, -0.19], [0.21, -0.40, 0.11], [-0.11, 0.38, 0.11], [-0.03, 0.11, -0.17], [-0.13, -0.02, 0.07], [0.26, 0.09, -0.25], [-0.13, -0.17, 0.11], [-0.05, 0.10, 0.16], [0.17, -0.34, -0.08], [0.02, -0.02, 0.03], [0.03, -0.07, 0.04], [0.02, 0.04, 0.04], [0.04, 0.11, -0.11], [-0.15, 0.11, -0.04], [-0.04, 0.06, 0.07], [0.08, 0.67, 0.49], [-0.18, -0.34, 0.07], [0.04, -0.23, -0.10], [0.07, -0.06, -0.32], [0.09, 0.12, 0.22], [0.09, 0.08, -0.12], [-0.01, -0.12, -0.07], [-0.08, -0.17, -0.15], [-0.09, -0.14, -0.07], [-0.03, 0.00, 0.04], [0.01, -0.01, -0.01], [-0.08, -0.06, -0.01]],
  "lumo_ev": -0.4021,
  "orbital_gap_ev": 11.337,
  "spin_multiplicity": 1
}



No. 6
{
  "formula": "C6H12BF4N4O2S2Ti",
  "method": "the ωB97M-V functional and the def2-TZVPD basis",
  "species": ["Ti", "S", "C", "N", "F", "B", "F", "F", "F", "C", "N", "C", "C", "S", "N", "C", "C", "H", "H", "H", "H", "H", "H", "H", "H", "H", "H", "H", "H", "O", "N", "O"],
  "positions_angstrom": [[1.924738, 0.538575, -1.318152], [0.019697, -3.647082, -2.850410], [0.773433, -2.298382, -2.422340], [1.304015, -1.311477, -2.058538], [-1.371379, 1.641507, -3.122176], [-0.294318, 1.957435, -2.379378], [-0.247737, 1.156035, -1.139974], [-0.142735, 3.266074, -2.045642], [0.964338, 1.425207, -2.986748], [-1.499556, -1.681191, 0.289759], [-0.249568, -1.347496, 0.985891], [0.718385, -2.442019, 1.089000], [0.104193, -0.084636, 1.224038], [1.783687, 0.375014, 1.105574], [-0.814780, 0.798230, 1.590960], [-0.613894, 2.241391, 1.494536], [-2.087079, 0.404145, 2.197162], [-1.245852, -2.370591, -0.517564], [-1.925325, -0.785467, -0.152630], [-2.227325, -2.159278, 0.944671], [0.162941, -3.346328, 1.332605], [1.430019, -2.238601, 1.884770], [1.249787, -2.595318, 0.152724], [0.247063, 2.466118, 0.872897], [-0.469297, 2.667509, 2.487676], [-1.498758, 2.682591, 1.037750], [-2.007718, -0.595808, 2.612222], [-2.908732, 0.435773, 1.483290], [-2.302043, 1.105991, 3.001688], [3.219682, 2.178053, -1.480044], [4.035320, 1.356790, -1.928886], [3.968784, 0.207248, -1.384728]],
  "atomic_forces_ev_per_a": [[-0.88, -0.95, 0.16], [0.10, 0.09, 0.04], [-0.19, -0.17, -0.02], [0.39, 1.02, 0.42], [0.13, -0.01, 0.03], [0.18, -0.18, 0.03], [0.28, -0.16, -0.02], [0.05, -0.12, -0.11], [0.04, 0.23, 0.14], [0.13, -0.04, -0.06], [-0.03, -0.15, -0.03], [-0.06, -0.03, 0.05], [-0.07, -0.14, 0.07], [0.11, 0.12, -0.15], [-0.17, 0.17, 0.08], [0.09, 0.05, -0.03], [0.13, 0.04, -0.05], [-0.02, 0.04, 0.02], [0.01, 0.01, -0.01], [0.00, -0.01, 0.06], [-0.01, 0.00, 0.00], [-0.03, -0.01, -0.04], [0.01, 0.01, -0.06], [-0.12, 0.00, 0.10], [0.00, -0.01, 0.03], [-0.02, 0.00, -0.01], [0.02, -0.01, 0.02], [-0.03, 0.02, -0.04], [0.03, 0.00, 0.01], [-1.13, -0.23, 0.14], [2.35, 0.16, -0.47], [-1.30, 0.25, -0.30]],
  "lumo_ev": [-1.1368, -0.8708],
  "s2": 0.75,
  "orbital_gap_ev": [7.407, 7.917],
  "spin_multiplicity": 2
}



Across the entries above, energy above the lowest of the compared OMol25 structures with the same formula, charge and spin takes the values 35.7; 44.2; 108.5; 42.0; 5.6; 16.4 kcal per mole, respectively.